1.
Here is C20H20Cl2CrN5O2S as an isolated structure in a non-equilibrium geometry from OMol25. Energies are from ωB97M-V/def2-TZVPD.

```
! wB97M-V def2-TZVPD RIJCOSX def2/J DEFGRID3
* xyz 0 2
Cr 0.3713 -0.8072 0.7564
O 2.3660 -0.8888 0.5754
N 3.1428 -0.8080 1.6498
C 4.4892 -0.8837 1.4597
C 5.3579 -0.8485 2.5128
C 4.8635 -0.7571 3.8183
C 3.4921 -0.6689 3.9968
C 2.6255 -0.6665 2.9117
S 0.9375 -0.4827 3.1224
H 4.7958 -0.9789 0.4296
H 6.4189 -0.8929 2.3280
H 5.5336 -0.7463 4.6605
H 3.0458 -0.5919 4.9739
Cl 0.5130 -3.1449 1.2658
C -0.7096 -4.2647 0.6158
Cl -1.6166 -3.4458 -0.6573
H -1.3801 -4.5410 1.4288
H -0.1928 -5.1292 0.2026
N -3.2552 0.9470 1.4871
C -3.7072 -0.2822 1.9267
C -2.6865 -1.1629 1.7444
N -1.6063 -0.5366 1.2179
C -1.9577 0.7690 1.0745
C -0.9892 1.6528 0.6186
N 0.2555 1.1561 0.4048
C 1.0227 2.1892 -0.0144
C 0.2846 3.3317 -0.0604
N -0.9945 3.0003 0.3536
H -3.7542 1.8152 1.5281
H -4.6897 -0.4086 2.3288
H -2.6668 -2.2127 1.9602
H 2.0588 2.0377 -0.2496
H 0.5463 4.3296 -0.3451
H -1.7913 3.6098 0.3598
C 1.4492 0.0571 -2.6596
C 0.0757 -0.2771 -2.1329
O -0.0035 -1.1692 -1.2012
C -1.0817 0.3511 -2.6602
C -2.3610 0.0465 -2.1268
C -3.4973 0.6310 -2.6278
C -3.4281 1.5159 -3.7008
C -2.1868 1.8140 -4.2542
C -1.0360 1.2677 -3.7405
H 2.1849 -0.3205 -1.9514
H 1.5790 1.1314 -2.7798
H 1.6106 -0.4222 -3.6270
H -2.4212 -0.6830 -1.3316
H -4.4637 0.4074 -2.1938
H -4.3286 1.9516 -4.1106
H -2.1271 2.4853 -5.1022
H -0.0877 1.5247 -4.1856
*
```

Its expectation value of S² is 0.778. For the HOMO energy (alpha / beta), the calculation gives -0.167 / -0.234 hartree.

***

2.
Here is C20H20Cl2MnN4O8 as an isolated structure in a non-equilibrium geometry from OMol25. Energies are from ωB97M-V/def2-TZVPD.

```
! wB97M-V def2-TZVPD RIJCOSX def2/J DEFGRID3
* xyz 0 6
Mn -0.2040 -0.0130 0.0824
Cl 0.3594 -2.0176 -3.0082
O -0.0365 -1.2099 -4.1262
O 0.0178 -1.2784 -1.7924
O -0.3822 -3.2361 -2.9781
O 1.7673 -2.2417 -3.0354
Cl -0.1467 2.5974 2.6976
O -1.1360 3.5043 2.2000
O -0.3476 2.4241 4.1072
O -0.3271 1.3303 2.0265
O 1.1849 3.0270 2.4205
N -2.4185 0.2603 -0.2667
C -3.0543 -0.0953 -1.4054
C -4.4253 -0.0024 -1.5828
C -5.2254 0.4274 -0.5268
C -4.5919 0.7629 0.6395
C -3.2142 0.7003 0.7194
H -2.4288 -0.4952 -2.1931
H -4.8313 -0.3545 -2.5204
H -6.2998 0.4995 -0.6272
H -5.1664 1.0625 1.5060
H -2.7682 0.9260 1.6803
N -0.4112 -1.7124 1.4183
C -0.8253 -1.6016 2.6962
C -0.5880 -2.5884 3.6333
C -0.1168 -3.8272 3.2166
C 0.3042 -3.9686 1.9045
C 0.1286 -2.8723 1.0592
H -1.2314 -0.6606 3.0425
H -0.8925 -2.4543 4.6623
H 0.0290 -4.6595 3.8949
H 0.9825 -4.7601 1.6198
H 0.5199 -3.0573 0.0631
N 1.9720 -0.2145 0.2600
C 2.8714 -0.0463 -0.7352
C 4.2199 -0.3347 -0.6715
C 4.7099 -0.8937 0.5099
C 3.8284 -1.0843 1.5507
C 2.5212 -0.6732 1.4007
H 2.4611 0.3206 -1.6684
H 4.8931 -0.2807 -1.5131
H 5.7404 -1.2213 0.5535
H 4.1732 -1.5647 2.4559
H 1.9121 -0.7921 2.2902
N 0.1506 1.8192 -1.2568
C 0.9298 2.8418 -0.9102
C 1.3202 3.8107 -1.8172
C 0.9216 3.7787 -3.1472
C 0.0051 2.7605 -3.4517
C -0.3815 1.8463 -2.4904
H 1.3692 2.8185 0.0806
H 2.0421 4.5662 -1.5296
H 1.4872 4.3879 -3.8356
H -0.3460 2.6906 -4.4731
H -1.0251 1.0494 -2.8289
*
```

Its expectation value of S² is 8.752. For the HOMO energy (alpha / beta), the calculation gives -0.332 / -0.358 hartree.

***

3.
Here is one molecule with the formula C20H20FN5O3S2 in a non-equilibrium geometry from OMol25. Energies are from ωB97M-V/def2-TZVPD.

```
! wB97M-V def2-TZVPD RIJCOSX def2/J DEFGRID3
* xyz 0 1
C -3.4761 -0.3345 2.3385
N -3.3928 -0.4167 0.8884
C -2.8738 -1.5027 0.2653
O -2.9011 -1.6640 -0.9380
C -2.2658 -2.5958 1.1388
H -2.2320 -2.3903 2.2017
H -2.7696 -3.5411 0.9370
S -0.5477 -2.8585 0.5831
C 0.0830 -1.3182 1.0488
N -0.5122 -0.4561 1.8294
N 0.2520 0.6438 1.8773
C 1.3103 0.4487 1.1367
N 1.2685 -0.8165 0.5989
C 2.1088 -1.4027 -0.3607
C 2.2713 -0.8107 -1.6075
C 3.0952 -1.4021 -2.5472
C 3.7561 -2.5852 -2.2567
C 3.5988 -3.1881 -1.0207
C 2.7773 -2.5919 -0.0834
F 2.6436 -3.1579 1.1334
H 4.1012 -4.1088 -0.7703
H 4.3957 -3.0444 -2.9944
H 3.2162 -0.9390 -3.5139
H 1.7233 0.0941 -1.8192
C 2.3601 1.4226 0.9369
C 3.6841 1.0791 0.6705
C 4.6121 2.0913 0.4980
C 4.1874 3.4065 0.6107
N 2.9356 3.7430 0.8776
C 2.0487 2.7838 1.0316
H 1.0329 3.0884 1.2386
H 4.8773 4.2310 0.4896
H 5.6456 1.8609 0.2901
H 3.9906 0.0444 0.6168
C -3.6631 0.8506 0.2102
C -2.4527 1.7711 0.2843
H -2.7242 2.8207 0.2343
H -1.8074 1.5756 1.1351
S -1.5352 1.4230 -1.2497
O -1.0495 2.6557 -1.8119
O -0.5420 0.4027 -1.0429
C -2.9282 0.7784 -2.2239
C -4.1074 0.7720 -1.2686
H -4.7180 -0.1177 -1.4158
H -4.7291 1.6507 -1.4530
H -2.6517 -0.2200 -2.5434
H -3.0643 1.4432 -3.0694
H -4.5009 1.2959 0.7614
H -3.9862 -1.2132 2.7329
H -2.4828 -0.2422 2.7831
H -4.0616 0.5406 2.6113
*
```

Its SMILES is CN(C(=O)CSc1nnc(-c2cccnc2)n1-c1ccccc1F)[C@@H]1CCS(=O)(=O)C1. For the HOMO energy, the calculation gives -0.301 hartree.

***

4.
Here is C20H20IrN7O2S2 as an isolated structure in a non-equilibrium geometry from OMol25. Energies are from ωB97M-V/def2-TZVPD.

```
! wB97M-V def2-TZVPD RIJCOSX def2/J DEFGRID3
* xyz 2 1
Ir 0.1796 -0.2257 0.8851
C 1.0237 2.5060 -2.3670
C 0.5648 1.7592 -1.1611
N 0.8912 0.5547 -0.8483
N 1.7323 -0.2269 -1.6005
C 2.0281 -1.4772 -1.1645
N 2.8396 -2.2012 -1.9202
S 1.3857 -2.1296 0.2771
C -0.3591 2.3962 -0.1883
C -0.8300 3.6844 -0.3487
C -1.7381 4.1943 0.5727
C -2.1532 3.3984 1.6209
C -1.6347 2.1162 1.7369
N -0.7582 1.6321 0.8627
H 1.5752 1.8968 -3.0782
H 1.6657 3.3365 -2.0657
H 0.1674 2.9219 -2.8977
H 2.1009 0.1314 -2.4693
H 3.1778 -1.8987 -2.8202
H 3.0900 -3.1309 -1.6203
H -0.5038 4.2899 -1.1817
H -2.1159 5.2013 0.4604
H -2.8662 3.7535 2.3510
H -1.9072 1.4556 2.5485
N 2.4094 0.2773 4.2517
C 3.4234 0.7937 3.4559
C 4.7071 1.2245 3.7662
C 5.4833 1.6620 2.7131
C 4.9978 1.6641 1.3963
C 3.7213 1.2354 1.0941
C 2.9251 0.7998 2.1499
N 1.6264 0.3103 2.1903
C 1.3590 -0.0007 3.4702
C 0.0593 -0.5960 3.7569
C -0.6201 -0.9839 4.8467
S -2.2607 -1.4350 4.3738
C -1.9005 -1.2245 2.6196
N -0.6454 -0.6761 2.5883
H 2.4568 0.1082 5.2438
H 5.0840 1.2136 4.7797
H 6.4902 2.0049 2.9047
H 5.6457 2.0076 0.6015
H 3.3631 1.2319 0.0733
H -0.3038 -1.0189 5.8749
H -2.6748 -0.6265 2.1301
C -2.1198 -3.1550 -0.5356
C -1.7855 -2.0768 0.4278
O -1.9510 -2.4223 1.6855
O -1.3511 -0.9540 0.0335
H -2.8869 -3.8096 -0.1327
H -1.2135 -3.7417 -0.7007
H -2.4262 -2.7237 -1.4858
*
```

For the HOMO energy, the calculation gives -0.470 hartree.

***

5.
Here is one molecule with the formula C20H20N4O4 in a non-equilibrium geometry from OMol25. Energies are from ωB97M-V/def2-TZVPD.

```
! wB97M-V def2-TZVPD RIJCOSX def2/J DEFGRID3
* xyz 0 1
O -2.3843 -0.0565 1.1044
C -1.2343 -0.3720 1.3343
N -0.4236 -0.9109 0.4028
H 0.5504 -1.0923 0.5887
C -0.8185 -0.9835 -0.9822
C 0.0642 -1.9249 -1.7051
N 1.1685 -2.4422 -1.2653
C 1.5998 -3.2039 -2.3226
N 0.7859 -3.1389 -3.3440
O -0.2196 -2.3088 -2.9538
C 2.8214 -3.9812 -2.2959
C 3.2040 -4.7231 -3.4124
C 4.3726 -5.4586 -3.3790
C 5.1633 -5.4603 -2.2397
C 4.7841 -4.7240 -1.1287
C 3.6167 -3.9848 -1.1524
H 3.3064 -3.4058 -0.2966
H 5.4015 -4.7269 -0.2426
H 6.0765 -6.0366 -2.2182
H 4.6709 -6.0339 -4.2428
H 2.5750 -4.7078 -4.2883
H -0.7468 0.0112 -1.4497
H -1.8645 -1.3022 -1.0436
C -0.5695 -0.1342 2.6817
H 0.1601 -0.9093 2.9106
H -1.3414 -0.1158 3.4518
C 0.1195 1.2395 2.6308
N -0.8131 2.2382 2.1581
C -1.0024 2.4962 0.8191
O -0.3085 2.0497 -0.0604
C -2.1732 3.4437 0.6848
C -2.6362 3.7047 2.1211
C -1.7319 2.8529 2.9862
O -1.7490 2.7295 4.1817
H -3.6667 3.3728 2.2701
C -2.5424 5.1875 2.5306
C -3.1211 6.0405 1.4449
C -2.7504 5.8131 0.1947
C -1.7635 4.7203 -0.0756
H -1.6795 4.5020 -1.1389
H -0.7760 5.0366 0.2778
H -3.1277 6.3862 -0.6368
H -3.8254 6.8119 1.7113
H -3.0503 5.3363 3.4820
H -1.4876 5.4483 2.6695
H -2.9510 2.9314 0.1124
H 0.4542 1.5338 3.6279
H 0.9628 1.2248 1.9356
*
```

Its SMILES is O=C(CCN1C(=O)[C@H]2CC=CC[C@H]2C1=O)NCc1nc(-c2ccccc2)no1. For the HOMO energy, the calculation gives -0.339 hartree.

***

6.
Here is one molecule with the formula C20H20N4O5 from OMol25. Energies are from ωB97M-V/def2-TZVPD.

```
! wB97M-V def2-TZVPD RIJCOSX def2/J DEFGRID3
* xyz 0 1
O -1.3463 -0.9421 -0.6805
C -1.5437 -1.2536 0.4696
N -2.6778 -1.8285 0.9174
H -2.7920 -2.0203 1.8998
C -3.8137 -2.0789 0.0597
H -4.2435 -3.0548 0.2966
H -3.4521 -2.0850 -0.9698
C -4.9117 -1.0060 0.2260
C -4.5745 0.2887 -0.5230
H -5.0240 1.1451 -0.0189
C -5.2445 0.0554 -1.8755
H -4.5962 -0.5373 -2.5205
C -6.4811 -0.7464 -1.4742
H -7.3155 -0.0783 -1.2205
O -6.1259 -1.4923 -0.3182
H -6.8132 -1.4459 -2.2446
H -5.5007 0.9792 -2.3876
H -3.5021 0.4443 -0.6090
H -5.0680 -0.8346 1.3009
C -0.4893 -1.0397 1.5761
N 0.5279 -0.1389 1.1262
C 1.7931 -0.4657 0.8263
C 2.4893 0.6446 0.3547
C 3.8200 0.7969 -0.0683
C 4.9105 -0.0396 -0.1421
C 4.9734 -1.4345 0.2701
O 4.0791 -2.0892 0.7712
N 6.1969 -2.0593 0.0681
C 7.3510 -1.5289 -0.4549
O 8.3656 -2.1652 -0.5873
N 7.2380 -0.2074 -0.8066
C 6.1169 0.5979 -0.6912
O 6.1826 1.7577 -1.0408
H 8.0668 0.2310 -1.1919
H 6.2430 -3.0323 0.3495
H 4.0506 1.7989 -0.4214
C 1.5295 1.7295 0.3600
C 1.5918 3.0723 0.0069
C 0.4522 3.8401 0.1392
C -0.7400 3.2968 0.6159
C -0.8262 1.9668 0.9774
C 0.3176 1.1950 0.8425
H -1.7532 1.5484 1.3406
H -1.6114 3.9282 0.7019
H 0.4790 4.8844 -0.1336
H 2.5067 3.5067 -0.3652
H 2.1670 -1.4618 0.9591
H -0.9714 -0.6387 2.4745
H -0.0304 -2.0028 1.8156
*
```

Its SMILES is O=C(Cn1cc(C=C2C(=O)NC(=O)NC2=O)c2ccccc21)NC[C@H]1CCCO1. For the HOMO energy, the calculation gives -0.302 hartree.

***

7.
Here is one molecule with the formula C20H20N4O5S from OMol25. Energies are from ωB97M-V/def2-TZVPD.

```
! wB97M-V def2-TZVPD RIJCOSX def2/J DEFGRID3
* xyz 0 1
C 1.4727 1.8213 -0.4832
N 1.9836 0.5300 -0.8897
N 2.2231 -0.3106 0.0986
C 2.6867 -1.4986 -0.1239
C 3.0036 -1.9623 -1.4481
C 3.5471 -3.2201 -1.7337
C 3.8047 -3.5753 -3.0385
C 3.5241 -2.6976 -4.0851
C 2.9878 -1.4571 -3.8225
C 2.7235 -1.0758 -2.5059
C 2.1620 0.2492 -2.2388
O 1.8639 1.0674 -3.0878
H 2.7627 -0.7554 -4.6110
H 3.7309 -2.9930 -5.1026
H 4.2290 -4.5444 -3.2548
H 3.7757 -3.8912 -0.9213
C 2.8996 -2.3260 1.1017
O 3.8613 -3.0423 1.2745
N 1.9436 -2.1723 2.0641
C 0.7226 -1.5012 1.9434
C 0.3149 -0.6135 2.9373
C -0.8734 0.0791 2.7986
C -1.6589 -0.1287 1.6810
C -1.2936 -1.0465 0.7134
C -0.1074 -1.7409 0.8468
H 0.1869 -2.4669 0.1038
H -1.9558 -1.2189 -0.1203
S -3.1413 0.8473 1.4741
O -3.9801 0.2057 0.5010
O -3.6863 1.1506 2.7640
N -2.4422 2.2542 0.8615
C -2.9417 3.5007 1.4136
H -3.1056 3.3437 2.4784
C -4.2464 3.9075 0.7254
H -4.5739 4.8943 1.0565
O -4.0732 3.9979 -0.6714
C -3.6612 2.7623 -1.2149
H -3.5411 2.9264 -2.2870
C -2.3430 2.2982 -0.5864
H -2.0868 1.2999 -0.9388
H -1.5408 2.9970 -0.8443
H -4.4272 1.9948 -1.0382
H -5.0184 3.1602 0.9645
H -2.1754 4.2666 1.2592
H -1.2094 0.7799 3.5454
H 0.9415 -0.4569 3.8020
H 2.1998 -2.5164 2.9811
H 1.2106 2.3685 -1.3868
H 0.5979 1.6856 0.1527
H 2.2385 2.3648 0.0706
*
```

Its SMILES is Cn1nc(C(=O)Nc2ccc(S(=O)(=O)N3CCOCC3)cc2)c2ccccc2c1=O. For the HOMO energy, the calculation gives -0.324 hartree.

***

8.
Here is a 2-piece molecular cluster, C20H20N5O3 overall in a non-equilibrium geometry from OMol25. Energies are from ωB97M-V/def2-TZVPD.

```
! wB97M-V def2-TZVPD RIJCOSX def2/J DEFGRID3
* xyz -1 1
C -4.1289 1.9679 3.2982
C -3.4508 1.2855 2.1393
O -2.0457 1.2521 2.4316
C -1.3627 0.5620 1.4647
C 0.0639 0.5168 1.7174
C 0.8395 -0.4387 1.1109
C 2.2523 -0.6955 1.5196
N 0.2588 -1.0983 0.0848
N 0.6408 -2.2792 -0.2131
C 0.2695 -2.6007 -1.5542
N 0.3640 -3.9740 -1.6665
C 0.0961 -4.7324 -2.7975
C 0.0331 -6.1412 -2.6996
C -0.2685 -6.9090 -3.8230
C -0.4904 -6.2870 -5.0637
C -0.4065 -4.8908 -5.1711
C -0.1160 -4.1134 -4.0449
O -0.0371 -1.7933 -2.4198
O -1.9727 0.0624 0.5221
H -5.1856 2.1213 3.0767
H -4.0713 1.3587 4.2058
H -3.6780 2.9419 3.5094
H -3.8204 0.2609 2.0132
H -3.5994 1.8341 1.2005
H 0.4843 1.1979 2.4446
H 2.3941 -0.3526 2.5518
H 2.4459 -1.7725 1.4531
H 2.9725 -0.1622 0.8805
H 0.5657 -4.4150 -0.7763
H 0.2118 -6.6155 -1.7320
H -0.3314 -7.9926 -3.7356
H -0.7258 -6.8925 -5.9393
H -0.5696 -4.4016 -6.1290
H -0.0653 -3.0299 -4.1045
C 2.4273 6.3560 1.8004
C 2.1344 6.0230 0.4750
C 1.5326 4.7916 0.2148
C 1.2146 3.8832 1.3173
C 1.5132 4.2395 2.6306
C 2.1237 5.4786 2.8555
N 0.6408 2.7713 0.7791
C 0.6156 2.9673 -0.5681
N 1.1338 4.1740 -0.9452
H 2.8992 7.3120 2.0238
H 2.3531 6.6793 -0.3677
H 1.2586 3.5391 3.4267
H 2.3662 5.7696 3.8793
H 0.2209 2.2417 -1.2755
*
```

For the HOMO energy, the calculation gives -0.152 hartree.